A cluster of 6 separate species, C16H48N4O6 in total. Source: the Open Molecules 2025 dataset; level of theory: the ωB97M-V functional and the def2-TZVPD basis.

Output
- E_HOMO (eV) = -9.4
- orbital gap (Ha) = 0.3567
- spin multiplicity = 1
- structure (SMILES) = COC[C@H](C)N.COC[C@H](C)N.COC[C@H](C)N.COC[C@H](C)N.O.O
- energy above the lowest of the compared OMol25 structures with the same formula, charge and spin (eV) = 2.984
- lowest unoccupied orbital energy (eV) = 0.34

```
74
Properties=species:S:1:pos:R:3:lowdin_charge:R:1
H 3.296 -2.000 -2.114 0.124
C 5.879 -2.052 -1.681 -0.102
H -7.478 -4.180 -3.064 0.027
H 3.736 1.805 -10.350 0.080
H -0.253 4.172 0.998 0.073
H 1.221 -0.668 -7.442 0.137
C -3.768 -0.400 8.810 -0.065
O 2.045 3.671 4.400 -0.216
O -7.456 -3.323 -2.639 -0.054
C -0.485 3.256 1.541 -0.071
H 1.427 2.064 -8.854 0.112
H -4.859 0.936 5.847 0.120
C -0.497 -0.205 -8.618 -0.078
H -3.930 -2.264 4.381 0.085
N 0.156 0.851 -6.628 0.027
H 3.239 0.645 -11.564 0.091
H 3.948 -2.559 0.165 0.133
H 0.979 1.649 3.940 0.051
H -6.525 -3.115 -2.566 0.025
H 1.828 -2.379 0.215 0.075
H -5.555 1.170 9.056 0.068
H 5.051 -4.572 -0.061 0.074
H 2.168 1.973 -10.930 0.079
H 1.560 2.919 1.955 0.131
H -2.497 -1.295 -2.714 0.029
C 0.700 0.209 -7.826 -0.455
H 2.962 5.495 4.755 0.084
H 2.073 -3.615 0.874 0.070
O -2.985 -2.014 -2.314 -0.056
C -4.883 0.069 6.507 -0.189
C 3.452 -3.298 -0.465 -0.507
H 0.124 4.026 4.321 0.125
H 3.708 -5.061 0.897 0.075
C 3.968 -4.690 -0.095 -0.047
C 2.556 4.656 5.321 -0.095
H -0.507 1.387 3.451 0.064
H -1.453 3.381 2.026 0.076
H -4.443 2.223 8.996 0.071
C 0.640 2.991 2.535 -0.434
C 1.781 1.074 -8.568 -0.121
H -3.071 -1.155 8.447 0.068
H -1.021 0.669 -9.005 0.081
O 5.068 -3.056 -2.330 -0.167
N -5.004 1.664 8.369 0.032
O -4.069 -0.955 5.898 -0.201
H -4.549 -1.079 9.151 0.077
H -3.265 0.193 9.574 0.073
H 1.002 5.054 3.121 0.125
H -4.358 -0.688 3.799 0.082
H -5.889 -0.236 6.796 0.125
C -4.196 0.652 7.753 -0.459
H -2.361 -2.424 -1.715 0.028
C 3.723 -2.975 -1.879 -0.233
H -1.220 -0.825 -8.088 0.080
H -0.208 1.739 -6.945 0.066
O 2.318 0.345 -9.772 -0.188
H 6.788 -2.049 -2.283 0.083
N 0.408 1.641 3.106 0.034
H 1.819 5.000 6.047 0.079
H 0.897 1.031 -5.965 0.064
C 2.897 1.199 -10.690 -0.164
H 5.517 -1.024 -1.642 0.091
C -4.528 -1.384 4.620 -0.106
H -5.579 -1.652 4.736 0.085
H 3.190 -3.680 -2.516 0.132
N 2.091 -3.306 -0.087 0.031
H 6.255 -2.399 -0.718 0.079
H 3.603 -5.435 -0.801 0.089
H -0.127 -0.796 -9.456 0.076
C 0.920 4.068 3.578 -0.185
H 3.306 4.223 5.983 0.083
H -3.260 1.074 7.386 0.134
H -0.565 2.429 0.835 0.077
H 2.548 1.205 -7.805 0.113
```

A structure of composition C30H58AlBrO4SbSe4Si. Source: the Open Molecules 2025 dataset; level of theory: the ωB97M-V functional and the def2-TZVPD basis.

Output
- E_HOMO (eV) = -4.1
- total charge = -1
- orbital gap (Ha) = 0.2308
- spin multiplicity = 1
- lowest unoccupied orbital energy (eV) = 2.14

```
100
Properties=species:S:1:pos:R:3:lowdin_charge:R:1
H -3.443 -0.146 4.676 0.106
H -2.470 -2.138 5.763 0.098
H 2.687 -0.747 2.240 0.027
H 1.746 -2.427 4.557 0.114
C -2.408 -0.390 4.533 -0.052
H -0.827 -2.455 -5.678 0.069
H 2.310 -0.459 5.922 0.089
Si -1.181 -1.877 -2.670 0.451
H 0.780 -2.545 -5.068 0.066
H 1.394 3.785 -0.897 0.050
H -3.824 0.153 2.112 0.066
H -0.379 -4.215 -4.137 0.056
H -2.077 0.020 -4.926 0.050
C -0.242 -3.476 -2.103 -0.637
H -1.451 -5.009 -3.022 0.063
H 3.027 -2.419 2.586 0.091
H -3.473 -0.080 -3.464 0.066
C 0.003 -1.824 -5.281 -0.084
C -3.268 1.036 1.880 -0.084
H 4.463 0.589 1.620 0.034
H -2.401 3.601 2.503 0.087
C -1.117 0.240 -4.502 -0.135
O 3.169 1.826 2.688 -0.264
H 0.372 -1.173 -6.070 0.086
H -2.805 -1.906 -5.235 0.062
C -3.092 -2.682 -4.540 -0.103
H -3.624 -3.020 -1.154 0.087
H -3.109 1.852 3.842 0.136
H 1.694 -3.019 -2.951 0.063
H 3.356 2.896 4.456 0.145
C 4.530 1.372 2.343 -0.058
H 0.633 5.385 -0.844 0.147
C 1.259 -3.169 -1.971 -0.094
H -3.202 -4.281 -2.321 0.064
H 1.459 -1.901 1.938 0.084
C 0.634 4.375 -0.384 -0.223
H 1.830 4.755 3.347 0.145
Se 6.339 1.253 -0.873 -0.218
H -0.054 -2.662 5.466 0.119
H 1.790 -4.010 -1.502 0.089
O -0.657 3.805 -0.465 -0.212
H -3.868 -0.670 -1.871 0.057
H -2.527 -3.562 -4.794 0.064
H -0.511 -3.283 0.047 0.057
Se 2.240 0.880 -0.595 0.290
C -0.296 -0.938 -4.062 -0.613
C -1.838 -1.485 5.160 -0.096
C 0.312 -1.008 4.187 -0.146
H -1.005 4.562 -2.312 0.093
H 0.868 0.567 -2.929 -0.011
Br -1.157 -0.537 -0.855 0.555
H 2.677 0.447 4.515 0.048
H -2.059 3.199 -1.811 0.086
H 1.792 5.338 1.108 0.072
H -0.558 0.732 -5.273 0.079
H 5.012 2.191 1.840 0.003
H -0.128 -4.885 -0.464 0.080
C -0.452 -4.584 -3.111 -0.104
H 5.024 1.034 3.257 0.108
C -1.640 0.384 3.653 -0.098
H 0.080 4.949 1.570 0.134
H -4.045 1.790 1.614 0.096
C -0.499 -1.767 4.999 -0.058
C -0.270 0.074 3.480 -0.130
Se 4.346 4.606 0.378 -0.042
H -1.327 1.016 -3.695 0.095
C -2.438 1.535 3.017 -0.375
C -1.053 3.596 -1.807 -0.081
C 2.241 -1.660 2.652 -0.038
C 1.017 -0.207 -3.676 -0.130
H 1.772 -0.906 -3.308 0.063
H -1.770 -4.295 -0.685 0.067
H 3.684 -0.921 4.909 0.087
H -0.866 3.057 3.162 0.068
Se 3.578 3.273 -3.321 -0.243
H -4.753 -3.286 -2.454 0.086
C -2.992 -2.251 -3.093 -0.652
H -1.285 2.721 1.529 0.069
H -2.693 0.811 0.964 0.017
O 1.343 3.398 1.854 -0.198
O 0.520 0.868 2.641 -0.062
C 2.652 -0.558 4.878 -0.046
C 3.179 3.099 3.391 -0.137
H 3.951 3.706 2.926 0.052
C 1.727 -1.463 4.074 -0.359
H 1.480 -2.245 -1.395 0.062
H -0.395 2.870 -2.248 0.071
H 1.050 3.156 3.844 0.143
C -3.679 -3.297 -2.224 -0.098
Sb 4.365 2.649 -1.139 -0.204
C -1.721 2.757 2.539 -0.072
C 0.980 4.581 1.074 -0.148
H 0.263 -5.426 -3.008 0.099
C 1.803 3.683 3.187 -0.115
H -4.828 -1.214 -3.287 0.086
H -4.160 -2.906 -4.728 0.095
Al 1.615 1.560 1.510 -0.193
C -0.705 -4.010 -0.759 -0.128
C -3.812 -0.980 -2.928 -0.136
H 1.390 0.342 -4.538 0.085
```

A cluster of 8 separate species, C11H36ClO11 in total. Source: the Open Molecules 2025 dataset; level of theory: the ωB97M-V functional and the def2-TZVPD basis.

Output
- E_HOMO (eV) = -6.9
- total charge = -1
- orbital gap (Ha) = 0.3568
- spin multiplicity = 1
- energy above the lowest of the compared OMol25 structures with the same formula, charge and spin (eV) = 0.411
- lowest unoccupied orbital energy (eV) = 2.78

```
59
Properties=species:S:1:pos:R:3:nbo_charge:R:1
H -2.651 3.278 -0.277 0.222
H -2.890 -0.511 2.792 0.177
H -2.525 -1.981 3.803 0.164
H -2.401 -1.035 -0.942 0.219
H 4.550 1.896 -1.666 0.166
C 1.519 -0.477 -3.466 -0.243
H 0.669 -1.105 -3.200 0.165
H 3.069 0.928 -1.320 0.169
C -2.160 -1.032 3.411 -0.244
H 3.004 2.423 -2.297 0.155
O 0.040 -0.042 -0.482 -0.893
H 1.926 -1.241 -0.298 0.501
H -4.187 3.890 -0.767 0.193
H 1.336 -1.595 4.515 0.165
H 1.471 -3.561 2.006 0.196
O 0.852 0.995 1.445 -0.853
H 1.578 0.400 -2.822 0.168
H 0.782 -2.153 1.383 0.243
O 3.304 2.688 -0.269 -0.734
C -2.403 4.023 -3.096 -0.616
H 2.481 -0.243 4.574 0.174
H 0.175 -0.696 6.085 0.455
H 0.825 0.090 4.043 0.188
O -1.422 1.044 0.856 -0.883
H -1.912 -0.460 4.305 0.144
O 2.688 -1.791 -0.494 -0.752
H -4.000 2.199 -0.532 0.216
C 1.436 -0.526 4.703 -0.252
H 2.390 2.479 -0.060 0.481
H 2.455 -2.073 2.094 0.203
H 1.589 -3.614 -0.290 0.154
H 4.485 -3.122 0.715 0.213
O -1.082 -1.358 2.573 -0.741
H -3.762 -1.378 0.102 0.148
C 3.757 -3.774 0.233 -0.630
H -3.892 -0.165 -1.198 0.160
O -4.064 -2.144 -1.742 -0.735
H -2.270 3.899 -4.171 0.210
H 3.666 -4.609 0.928 0.200
C -3.034 2.856 -2.415 0.099
C -3.490 3.071 -0.942 -0.642
H -0.901 -0.551 2.085 0.487
C -3.486 -1.139 -0.925 -0.250
H 1.395 -0.065 -4.468 0.165
H -3.893 2.555 -3.015 0.159
H 3.952 -4.041 -0.806 0.218
Cl -0.082 1.086 0.363 2.559
H -1.489 4.374 -2.616 0.212
O 2.704 -1.194 -3.252 -0.769
O 0.989 -0.194 6.004 -0.730
H -3.172 4.780 -2.948 0.183
C 2.393 -3.015 0.138 0.106
O 0.137 2.278 -0.457 -0.881
C 1.750 -2.643 1.490 -0.645
H 2.814 -1.376 -2.316 0.495
H -1.456 2.084 -1.678 0.485
C 3.482 1.928 -1.452 -0.244
O -2.033 1.863 -2.413 -0.735
H -5.004 -2.206 -1.555 0.455
```